The following is a quantum chemistry calculation of C2H3Br2FSi as an isolated structure at a distorted geometry, from the OMol25 dataset.

Each line ends with the natural charge from an NBO analysis.
CARTESIAN COORDINATES (ANGSTROEM)
C (-1.514, -0.487, 0.619)  -0.440
C (-1.119, 0.209, -0.420)  -0.374
F (1.994, 0.197, -1.951)  -0.649
Si (1.301, 0.390, -0.537)  1.424
Br (2.085, 2.107, 0.609)  -0.289
Br (2.015, -1.346, 0.644)  -0.330
H (-2.542, -0.744, 1.050)  0.225
H (-0.741, -1.162, 1.171)  0.224
H (-1.478, 0.836, -1.184)  0.209

The energy is -5615.46421 hartree. The value obtained for the largest force on an atom is 4.1 eV Å⁻¹. The relative energy (zero: lowest compared OMol25 entry of this formula, charge and spin) comes out at 173.8 kJ/mol.

---

The following is a quantum chemistry calculation of the molecule C2H3Br2N3 at a distorted geometry, from the OMol25 dataset.

Each line ends with the natural charge from an NBO analysis.
CARTESIAN COORDINATES (ANGSTROEM)
Br (2.204, -1.307, -0.207)  -0.006
C (0.265, -0.884, -0.402)  -0.160
N (-0.389, -1.335, 0.760)  -0.238
N (-0.770, -0.454, 1.527)  0.105
N (-0.513, 0.755, 0.925)  -0.495
C (0.153, 0.627, -0.347)  -0.099
Br (-1.260, 1.177, -1.745)  -0.068
H (0.006, -1.512, -1.336)  0.282
H (-0.780, 1.708, 1.113)  0.417
H (1.085, 1.224, -0.289)  0.261

The energy is -5390.23063 hartree. The value obtained for the largest force on an atom is 2.9 eV Å⁻¹. Its SMILES is Br[C@H]1N=NN[C@@H]1Br. The relative energy (zero: lowest compared OMol25 entry of this formula, charge and spin) comes out at 245.3 kJ/mol.

---

The following is a quantum chemistry calculation of a 2-piece molecular cluster, C2H3Br2N3 overall at a distorted geometry, from the OMol25 dataset.

Each line ends with the natural charge from an NBO analysis.
CARTESIAN COORDINATES (ANGSTROEM)
Br (-1.213, 0.216, -2.332)  0.068
C (-0.487, 0.056, -0.535)  0.024
C (-0.780, -1.245, -0.021)  -0.130
N (-0.765, -1.014, 1.300)  -0.239
N (-0.436, 0.215, 1.538)  -0.062
N (-0.312, 0.872, 0.468)  -0.329
H (-1.295, -2.009, -0.592)  0.239
H (-0.128, 1.830, 0.397)  0.430
Br (3.140, 1.205, -0.185)  -0.239
H (2.277, -0.126, -0.038)  0.237

The energy is -5390.21539 hartree. The value obtained for the largest force on an atom is 6.1 eV Å⁻¹. Its SMILES is Brc1cnn[nH]1.Br. The relative energy (zero: lowest compared OMol25 entry of this formula, charge and spin) comes out at 285.4 kJ/mol.

---

The following is a quantum chemistry calculation of the molecule C2H3Br2NO at a distorted geometry, from the OMol25 dataset.

Each line ends with the natural charge from an NBO analysis.
CARTESIAN COORDINATES (ANGSTROEM)
C (0.606, -0.983, -0.145)  -0.704
C (-0.457, -0.031, -0.500)  0.603
O (-1.201, -0.062, -1.418)  -0.533
N (-0.484, 1.070, 0.265)  -0.559
Br (0.775, 1.691, 1.911)  0.161
Br (-1.942, 2.151, 0.191)  0.303
H (0.982, -1.740, -1.032)  0.243
H (0.217, -1.608, 0.669)  0.247
H (1.503, -0.487, 0.058)  0.239

The energy is -5355.92768 hartree. The value obtained for the largest force on an atom is 4.8 eV Å⁻¹. Its SMILES is CC(=O)N(Br)Br. The relative energy (zero: lowest compared OMol25 entry of this formula, charge and spin) comes out at 98.1 kJ/mol.

---

The following is a quantum chemistry calculation of C2H3Br2NO as an isolated structure at a distorted geometry, from the OMol25 dataset.

Each line ends with the natural charge from an NBO analysis.
CARTESIAN COORDINATES (ANGSTROEM)
C (-0.543, 0.336, 0.128)  0.626
C (0.885, 0.695, 0.366)  -0.720
N (-0.724, -0.966, -0.209)  -0.582
O (-1.443, 1.080, 0.270)  -0.540
Br (0.553, -2.087, -1.142)  0.246
Br (-2.513, -1.517, -0.724)  0.241
H (1.068, 1.333, 1.152)  0.248
H (1.244, 1.394, -0.385)  0.253
H (1.474, -0.268, 0.545)  0.228

The energy is -5355.95380 hartree. The value obtained for the largest force on an atom is 3.8 eV Å⁻¹. The relative energy (zero: lowest compared OMol25 entry of this formula, charge and spin) comes out at 29.5 kJ/mol.

---

The following is a quantum chemistry calculation of the molecule C2H3Br2OP at a distorted geometry, from the OMol25 dataset.

Each line ends with the natural charge from an NBO analysis.
CARTESIAN COORDINATES (ANGSTROEM)
C (-1.465, -0.439, -0.171)  -0.281
C (-0.508, 0.391, -0.394)  -0.631
P (1.001, 0.119, 0.489)  1.634
O (0.996, -0.147, 1.939)  -1.025
Br (1.926, -1.618, -0.538)  -0.205
Br (2.084, 1.923, -0.143)  -0.190
H (-2.428, -0.318, -0.613)  0.219
H (-1.192, -1.287, 0.406)  0.216
H (-0.414, 1.377, -0.974)  0.262

The energy is -5642.66898 hartree. The value obtained for the largest force on an atom is 4.1 eV Å⁻¹. Its SMILES is C=CP(=O)(Br)Br. The relative energy (zero: lowest compared OMol25 entry of this formula, charge and spin) comes out at 0.0 kJ/mol.

---

The following is a quantum chemistry calculation of C2H3Br3S as an isolated structure at a distorted geometry, from the OMol25 dataset.

Each line ends with the natural charge from an NBO analysis.
CARTESIAN COORDINATES (ANGSTROEM)
C (0.371, 0.107, -1.757)  -0.599
C (0.011, -0.610, 1.729)  -0.381
S (-1.108, 0.875, -1.953)  0.100
Br (0.210, -2.446, 2.077)  0.154
Br (-1.756, 0.151, 2.246)  0.082
Br (1.383, 0.423, 2.522)  0.131
H (1.053, 0.093, -0.952)  0.190
H (0.546, -0.824, -2.161)  0.190
H (-0.709, 2.231, -1.752)  0.134

The energy is -8198.07193 hartree. The value obtained for the largest force on an atom is 2.6 eV Å⁻¹. The relative energy (zero: lowest compared OMol25 entry of this formula, charge and spin) comes out at 366.2 kJ/mol.

---

The following is a quantum chemistry calculation of C2H3Br3S as an isolated structure at a distorted geometry, from the OMol25 dataset.

Each line ends with the natural charge from an NBO analysis.
CARTESIAN COORDINATES (ANGSTROEM)
C (-0.338, -0.308, -0.722)  -0.520
C (0.758, -0.165, 0.754)  -0.415
S (-1.947, 0.499, -0.436)  0.015
Br (2.490, -0.392, -0.080)  0.101
Br (0.212, -1.655, 1.854)  0.117
Br (0.508, 1.559, 1.501)  0.139
H (0.108, 0.211, -1.585)  0.222
H (-0.419, -1.354, -1.018)  0.236
H (-1.374, 1.606, -0.267)  0.105

The energy is -8198.18186 hartree. The value obtained for the largest force on an atom is 4.6 eV Å⁻¹. The relative energy (zero: lowest compared OMol25 entry of this formula, charge and spin) comes out at 77.5 kJ/mol.

---

The following is a quantum chemistry calculation of the molecule C2H3Br3Si at a distorted geometry, from the OMol25 dataset.

Each line ends with the natural charge from an NBO analysis.
CARTESIAN COORDINATES (ANGSTROEM)
C (1.514, -0.725, -0.551)  -0.399
C (0.915, 0.342, -0.096)  -0.486
Si (-1.211, 0.381, 0.457)  1.015
Br (-1.652, 0.792, 2.564)  -0.252
Br (-2.275, 1.778, -0.729)  -0.235
Br (-2.021, -1.630, -0.022)  -0.284
H (2.408, -0.614, -1.034)  0.202
H (0.943, -1.707, -0.690)  0.215
H (1.380, 1.384, 0.102)  0.223

The energy is -8089.62987 hartree. The value obtained for the largest force on an atom is 4.7 eV Å⁻¹. Its SMILES is C=C[Si](Br)(Br)Br. The relative energy (zero: lowest compared OMol25 entry of this formula, charge and spin) comes out at 50.6 kJ/mol.

---

The following is a quantum chemistry calculation of C2H3Br4P as an isolated structure at a distorted geometry, from the OMol25 dataset.

Each line ends with the natural charge from an NBO analysis.
CARTESIAN COORDINATES (ANGSTROEM)
C (-1.361, -0.169, 0.220)  -0.478
C (0.438, 0.787, -0.206)  -0.687
P (1.826, -0.421, -0.238)  0.713
Br (0.513, 1.902, -1.751)  0.122
Br (0.737, 1.833, 1.388)  0.080
Br (1.163, -1.635, 1.497)  -0.200
Br (1.288, -1.674, -1.993)  -0.200
H (-2.060, 0.502, -0.259)  0.223
H (-1.469, 0.091, 1.232)  0.197
H (-1.073, -1.217, 0.110)  0.232

The energy is -10715.38463 hartree. The value obtained for the largest force on an atom is 4.2 eV Å⁻¹. The relative energy (zero: lowest compared OMol25 entry of this formula, charge and spin) comes out at 194.8 kJ/mol.

---

The following is a quantum chemistry calculation of the molecule C2H3BrFNO2 at a distorted geometry, from the OMol25 dataset.

Each line ends with the natural charge from an NBO analysis.
CARTESIAN COORDINATES (ANGSTROEM)
C (-0.998, 0.594, -0.183)  -0.732
C (0.419, 0.241, -0.236)  0.387
F (0.834, -0.081, -1.464)  -0.315
Br (1.587, 1.582, 0.529)  0.061
N (0.731, -1.090, 0.582)  0.505
O (1.428, -1.052, 1.541)  -0.335
O (0.215, -2.065, 0.150)  -0.358
H (-1.404, 0.634, -1.257)  0.259
H (-1.497, -0.333, 0.206)  0.262
H (-1.316, 1.570, 0.132)  0.266

The energy is -2957.00130 hartree. The value obtained for the largest force on an atom is 3.9 eV Å⁻¹. Its SMILES is C[C@@](F)(Br)[N+](=O)[O-]. The relative energy (zero: lowest compared OMol25 entry of this formula, charge and spin) comes out at 24.4 kJ/mol.

---

The following is a quantum chemistry calculation of a 2-piece molecular cluster, C2H3BrN2O3 overall at a distorted geometry, from the OMol25 dataset.

Each line ends with the natural charge from an NBO analysis.
CARTESIAN COORDINATES (ANGSTROEM)
O (1.839, -0.856, -1.404)  -0.274
N (1.918, -0.557, -0.273)  0.580
O (2.157, 0.438, 0.285)  -0.235
Br (1.676, -2.292, 1.010)  -0.067
C (-1.306, 0.089, -0.761)  -0.713
C (-0.886, 0.468, 0.537)  0.153
N (-0.563, 1.041, 1.476)  0.219
O (-0.405, 1.484, 2.549)  -0.419
H (-2.326, -0.410, -0.807)  0.256
H (-1.574, 1.058, -1.251)  0.251
H (-0.532, -0.462, -1.360)  0.249

The energy is -2987.01519 hartree. The value obtained for the largest force on an atom is 3.3 eV Å⁻¹. Its SMILES is O=[N+]([O-])Br.CC#[N+][O-]. The relative energy (zero: lowest compared OMol25 entry of this formula, charge and spin) comes out at 338.0 kJ/mol.